(1)
Molecular formula: C6H7N3O
Method: DFT, wB97M-V/def2-TZVPD

As for the HOMO energy: -9.062 eV. Its charge is 0. The value obtained for the orbital gap is 9.0 eV. The SMILES is NNC(=O)c1ccccn1. The value obtained for the energy above the lowest of the compared OMol25 structures with the same formula, charge and spin is 48.2 kcal per mole.

Bonds (Å) are listed after each position.
Positions of all 17 atoms, in Å:
1 N -1.152 1.248 -1.996  N2 1.399, H11 0.928, H12 1.050
2 N -1.839 0.093 -1.608  N1 1.399, C3 1.355, H13 1.014
3 C -1.269 -0.745 -0.708  N2 1.355, O4 1.188, C5 1.535
4 O -1.600 -1.878 -0.568  C3 1.188
5 C -0.032 -0.233 0.040  C3 1.535, C6 1.487, N10 1.345
6 C 0.460 -1.073 1.165  C5 1.487, C7 1.429, H14 1.073
7 C 1.577 -0.595 1.917  C6 1.429, C8 1.382, H15 1.122
8 C 2.235 0.584 1.620  C7 1.382, C9 1.347, H16 1.011
9 C 1.555 1.393 0.785  C8 1.347, N10 1.343, H17 1.058
10 N 0.572 0.967 -0.025  C5 1.345, C9 1.343
11 H -1.795 1.874 -1.759  N1 0.928
12 H -0.324 1.412 -1.371  N1 1.050
13 H -2.112 -0.390 -2.456  N2 1.014
14 H 0.043 -2.061 1.162  C6 1.073
15 H 1.757 -1.258 2.803  C7 1.122
16 H 3.014 0.992 2.118  C8 1.011
17 H 2.000 2.320 0.533  C9 1.058

(2)
Molecular formula: C10H10OS3
Method: DFT, wB97M-V/def2-TZVPD

As for the HOMO energy: -7.756 eV. Its charge is 0. The value obtained for the orbital gap is 8.2 eV. The SMILES is C1=CCSC(SOC2C=CSC=C2)=C1. The value obtained for the energy above the lowest of the compared OMol25 structures with the same formula, charge and spin is 0.0 kcal per mole.

Bonds (Å) are listed after each position.
Positions of all 24 atoms, in Å:
1 C -2.324 0.993 0.847  C2 1.335, C14 1.441, H15 1.080
2 C -3.179 1.244 -0.147  C1 1.335, C3 1.493, H16 1.077
3 C -3.110 0.494 -1.435  C2 1.493, S4 1.831, H17 1.088, H18 1.095
4 S -2.847 -1.293 -1.136  C3 1.831, C5 1.764
5 C -1.504 -1.142 -0.003  S4 1.764, S6 1.755, C14 1.341
6 S -0.483 -2.569 -0.036  C5 1.755, O7 1.638
7 O 0.765 -2.255 0.977  S6 1.638, C8 1.449
8 C 2.026 -1.655 0.588  O7 1.449, C9 1.499, C13 1.503, H19 1.107
9 C 2.045 -0.230 1.053  C8 1.499, C10 1.327, H20 1.081
10 C 2.592 0.799 0.419  C9 1.327, S11 1.744, H21 1.079
11 S 3.475 0.718 -1.083  C10 1.744, C12 1.749
12 C 3.078 -0.910 -1.584  S11 1.749, C13 1.331, H22 1.077
13 C 2.413 -1.803 -0.856  C8 1.503, C12 1.331, H23 1.082
14 C -1.359 -0.076 0.798  C1 1.441, C5 1.341, H24 1.077
15 H -2.354 1.576 1.756  C1 1.080
16 H -3.937 2.004 -0.059  C2 1.077
17 H -4.036 0.561 -2.002  C3 1.088
18 H -2.281 0.843 -2.059  C3 1.095
19 H 2.731 -2.249 1.201  C8 1.107
20 H 1.555 -0.059 2.001  C9 1.081
21 H 2.557 1.800 0.822  C10 1.079
22 H 3.375 -1.109 -2.600  C12 1.077
23 H 2.166 -2.762 -1.293  C13 1.082
24 H -0.545 -0.058 1.503  C14 1.077

(3)
Molecular formula: C5H9IS2
Method: DFT, wB97M-V/def2-TZVPD

As for the HOMO energy (alpha / beta): -6.673 / -6.674 eV. Its charge is 0. The value obtained for the orbital gap (alpha / beta) is 4.4 / 4.4 eV. The value obtained for the energy above the lowest of the compared OMol25 structures with the same formula, charge and spin is 33.1 kcal per mole.

Bonds (Å) are listed after each position.
Positions of all 17 atoms, in Å:
1 C 2.096 -1.597 2.513  C2 1.530, S6 1.781, H9 1.083, H10 1.119
2 C 0.896 -0.713 2.165  C1 1.530, S7 1.918, H11 1.095, H12 1.074
3 C -0.278 0.625 -0.124  C5 1.456, S7 1.677, I8 2.218
4 C -1.880 0.774 -1.932  C5 1.477, H13 1.166, H14 1.013, H15 1.082
5 C -0.459 0.887 -1.546  C3 1.456, C4 1.477, H16 1.045, H17 1.140
6 S 1.730 -3.327 2.300  C1 1.781
7 S 0.486 -0.808 0.294  C2 1.918, C3 1.677
8 I -1.476 1.818 1.311  C3 2.218
9 H 3.032 -1.435 1.992  C1 1.083
10 H 2.116 -1.289 3.589  C1 1.119
11 H 0.145 -1.272 2.733  C2 1.095
12 H 0.994 0.337 2.369  C2 1.074
13 H -2.194 -0.316 -1.666  C4 1.166
14 H -2.112 1.196 -2.824  C4 1.013
15 H -2.384 1.423 -1.228  C4 1.082
16 H -0.140 1.870 -1.701  C5 1.045
17 H 0.248 0.166 -2.075  C5 1.140

(4)
Molecular formula: C21H19Cl2N3O5S
Method: DFT, wB97M-V/def2-TZVPD

As for the HOMO energy: -8.073 eV. Its charge is 0. The value obtained for the orbital gap is 8.5 eV. The SMILES is CCOc1cc(/C=N/N=C2/NC(=O)[C@H](CC(=O)O)S2)ccc1OCc1ccc(Cl)cc1Cl.

Bonds (Å) are listed after each position.
Positions of all 51 atoms, in Å:
1 C -2.343 -1.733 2.919  C2 1.526, H33 1.087, H34 1.086, H35 1.087
2 C -2.592 -0.550 1.989  C1 1.526, O3 1.414, H36 1.095, H37 1.096
3 O -3.010 -0.950 0.698  C2 1.414, C4 1.368
4 C -2.089 -1.323 -0.242  O3 1.368, C5 1.384, C22 1.412
5 C -0.732 -1.425 0.010  C4 1.384, C6 1.396, H38 1.077
6 C 0.179 -1.816 -0.974  C5 1.396, C7 1.444, C20 1.392
7 C 1.587 -1.921 -0.670  C6 1.444, N8 1.274, H39 1.094
8 N 2.036 -1.650 0.490  C7 1.274, N9 1.314
9 N 3.287 -1.816 0.857  N8 1.314, C10 1.258
10 C 4.278 -1.095 0.571  N9 1.258, N11 1.380, S19 1.788
11 N 5.518 -1.316 1.133  C10 1.380, C12 1.356, H40 1.011
12 C 6.540 -0.465 0.862  N11 1.356, O13 1.205, C14 1.523
13 O 7.646 -0.545 1.333  C12 1.205
14 C 6.104 0.623 -0.110  C12 1.523, C15 1.525, S19 1.822, H41 1.095
15 C 6.370 2.008 0.470  C14 1.525, C16 1.513, H42 1.091, H43 1.095
16 C 6.399 3.065 -0.611  C15 1.513, O17 1.199, O18 1.334
17 O 6.584 2.860 -1.778  C16 1.199
18 O 6.208 4.284 -0.103  C16 1.334, H44 0.971
19 S 4.343 0.346 -0.485  C10 1.788, C14 1.822
20 C -0.293 -2.108 -2.251  C6 1.392, C21 1.377, H45 1.079
21 C -1.640 -2.000 -2.518  C20 1.377, C22 1.394, H46 1.079
22 C -2.557 -1.613 -1.542  C4 1.412, C21 1.394, O23 1.364
23 O -3.844 -1.568 -1.992  C22 1.364, C24 1.408
24 C -4.903 -1.120 -1.179  O23 1.408, C25 1.508, H47 1.095, H48 1.097
25 C -4.814 0.336 -0.801  C24 1.508, C26 1.388, C31 1.392
26 C -4.005 1.213 -1.512  C25 1.388, C27 1.383, H49 1.079
27 C -3.895 2.545 -1.156  C26 1.383, C28 1.385, H50 1.078
28 C -4.616 3.017 -0.071  C27 1.385, Cl29 1.725, C30 1.386
29 Cl -4.489 4.673 0.394  C28 1.725
30 C -5.445 2.173 0.650  C28 1.386, C31 1.384, H51 1.078
31 C -5.536 0.843 0.276  C25 1.392, C30 1.384, Cl32 1.726
32 Cl -6.577 -0.193 1.183  C31 1.726
33 H -1.533 -2.358 2.552  C1 1.087
34 H -2.086 -1.368 3.910  C1 1.086
35 H -3.242 -2.340 2.990  C1 1.087
36 H -3.430 0.045 2.365  C2 1.095
37 H -1.711 0.098 1.925  C2 1.096
38 H -0.328 -1.212 0.985  C5 1.077
39 H 2.243 -2.258 -1.477  C7 1.094
40 H 5.641 -2.093 1.767  N11 1.011
41 H 6.664 0.525 -1.047  C14 1.095
42 H 5.626 2.282 1.220  C15 1.091
43 H 7.353 1.997 0.952  C15 1.095
44 H 6.249 4.958 -0.800  O18 0.971
45 H 0.390 -2.414 -3.028  C20 1.079
46 H -2.030 -2.217 -3.500  C21 1.079
47 H -4.992 -1.734 -0.276  C24 1.095
48 H -5.797 -1.282 -1.794  C24 1.097
49 H -3.448 0.841 -2.358  C26 1.079
50 H -3.258 3.210 -1.715  C27 1.078
51 H -6.011 2.543 1.489  C30 1.078

no.,energy (a.u.)
1,-472.2651
2,-1656.7567
3,-1289.8244
4,-2670.6873